The following is a quantum chemistry calculation of a cluster of 4 separate species, C4H12O4 in total, from OMol25.

Computed properties:
**Charge**: 0
**Strongest force on any atom**: 2.02 eV/A
**Gap between HOMO and LUMO**: 8.48 eV
**Calculated total energy**: -12530.6238 eV
**Multiplicity**: 1
**Energy above the lowest of the compared OMol25 structures with the same formula, charge and spin**: 2.468 eV

```
20
Properties=species:S:1:pos:R:3:nbo_charge:R:1
C -1.390 -1.312 -1.162 -0.39
C -1.972 -0.637 -0.188 -0.20
C -1.893 -0.827 1.278 -0.35
C -0.664 -0.686 1.785 0.15
O -0.480 -0.901 3.132 -0.69
H -1.419 -0.946 -2.181 0.19
H -0.912 -2.274 -1.011 0.19
H -2.430 0.293 -0.489 0.19
H -2.647 -1.185 1.953 0.22
H 0.156 -0.323 1.186 0.19
H 0.389 -0.556 3.370 0.48
H 1.530 -1.127 -2.441 0.48
H 2.669 -0.692 -1.466 0.47
O 1.749 -0.980 -1.509 -0.94
H 0.311 3.351 -0.952 0.47
H 1.538 2.674 -1.394 0.47
O 0.577 2.566 -1.449 -0.93
H 2.324 0.966 0.494 0.45
H 1.007 1.207 0.125 0.49
O 1.557 1.390 0.919 -0.94
```